# 1
H27O13 as an isolated structure at a distorted geometry, computed with ωB97M-V/def2-TZVPD.

The value obtained for the energy is -994.0263 Ha. The energy relative to the best compared isomer or geometry (same formula, charge and spin) comes out at 2.2401 eV. The calculation puts the LUMO energy at -0.1036 Eh. Its spin multiplicity is 1. Its charge is +1. Its frontier orbital gap is 10.6 eV.

```
40
H27O13 (ωB97M-V/def2-TZVPD)
O -2.74037 1.06781 2.22915
H -2.73170 0.38476 2.98763
H -2.97878 1.87649 2.77802
O -2.34663 -2.12297 -2.49436
H -2.91273 -2.19696 -1.76044
H -0.31783 0.85863 -1.77793
O -0.14010 -4.06027 1.25966
H 2.05080 -2.24013 1.07011
O 0.34785 3.99552 -1.43190
H 0.41566 4.29461 -0.50511
H 1.11999 4.26896 -1.90983
O -3.18678 1.09286 -0.85719
H -3.15647 1.38602 0.07970
H -4.07367 1.27098 -1.25341
O 3.08461 0.34858 1.44658
H 3.89211 0.73723 1.16867
H 3.02242 -0.22593 2.21236
O 0.40688 -0.03946 -1.62537
H 0.44908 0.12909 -0.62317
H -0.05165 -0.92085 -1.60623
O 2.01416 -2.01657 1.99790
H 1.92676 -2.74842 2.59485
H -0.95171 -0.99223 2.59187
O 0.62620 1.15383 0.70686
H 0.12821 0.94267 1.57630
H 1.48588 1.20916 1.20513
O 0.17865 -2.61504 -1.43935
H -0.62487 -3.05285 -1.96786
H 0.97099 -2.80056 -1.97385
O -1.03614 1.81362 -2.23768
H -0.81534 2.59639 -1.69001
H -1.91233 1.77651 -1.69670
O 3.77840 2.58978 0.57912
H 4.00803 2.33628 -0.32170
H 2.95064 3.00037 0.67599
O -0.87750 -1.34021 1.60986
H 0.10359 -1.42870 1.72965
H -2.30155 -2.48415 -3.36326
H -0.98880 -3.56884 1.42483
H 0.34725 -3.39725 0.79150
```

Charges per atom according to natural (NBO) partitioning, unit e:
1 O -0.963
2 H 0.484
3 H 0.484
4 O -1.024
5 H 0.523
6 H 0.506
7 O -0.941
8 H 0.494
9 O -0.965
10 H 0.488
11 H 0.497
12 O -0.969
13 H 0.516
14 H 0.505
15 O -1.008
16 H 0.512
17 H 0.510
18 O -0.882
19 H 0.533
20 H 0.538
21 O -0.980
22 H 0.508
23 H 0.457
24 O -0.991
25 H 0.489
26 H 0.517
27 O -0.990
28 H 0.525
29 H 0.490
30 O -0.894
31 H 0.517
32 H 0.516
33 O -0.954
34 H 0.486
35 H 0.478
36 O -0.959
37 H 0.487
38 H 0.521
39 H 0.483
40 H 0.455



# 2
A 13-piece molecular cluster, H27O13 overall at a distorted geometry, computed with ωB97M-V/def2-TZVPD.

The value obtained for the energy is -994.0243 Ha. The energy relative to the best compared isomer or geometry (same formula, charge and spin) comes out at 2.2945 eV. The calculation puts the LUMO energy at -0.1189 Eh. Its spin multiplicity is 1. Its charge is +1. Its frontier orbital gap is 10.2 eV.

```
40
H27O13 (ωB97M-V/def2-TZVPD)
O -3.26626 0.62531 -1.32217
H -2.69147 1.21228 -0.75652
H -3.08953 1.19986 -2.08580
O 2.10075 -0.75939 3.97733
H 1.35493 -0.24450 4.33508
H 1.54675 -1.35892 2.53222
O -1.63871 3.07051 0.61900
H -1.40224 2.45361 -2.47919
O 1.32238 -2.62919 -1.04780
H 0.75383 -3.25547 -0.57551
H 0.68177 -2.41858 -1.76177
O 3.23106 -1.27720 0.00671
H 3.24107 -0.52192 -0.62452
H 2.86587 -1.86662 -0.81417
O -2.97477 1.03533 2.46224
H -2.42129 1.09125 1.67322
H -3.17603 1.97528 2.55987
O 3.12395 0.22498 -2.23935
H 3.57134 1.06574 -2.09833
H 3.01629 -0.03604 -3.15575
O -0.44143 2.44983 -2.39330
H -0.20662 3.03870 -3.12640
H 0.77971 -2.38021 1.55321
O -2.26035 -1.25627 -2.89027
H -2.13678 -1.81764 -2.12150
H -3.00752 -0.66023 -2.69513
O -0.81091 0.79732 -0.47295
H -0.00528 0.98037 -0.97103
H -1.17292 -0.04099 -0.78042
O 2.01500 1.39613 1.34646
H 2.27961 2.11587 0.75920
H 1.32695 0.84625 0.94189
O -1.48911 -2.64683 1.74270
H -2.13175 -1.94982 1.56999
H -1.98555 -3.37478 2.13314
O 1.37596 -1.62433 1.57077
H 2.53743 -1.28941 0.87081
H 2.58315 -0.00905 3.56088
H -2.35735 3.39070 0.06699
H -1.04191 2.44807 0.13015
```

Charges per atom according to natural (NBO) partitioning, unit e:
1 O -0.941
2 H 0.486
3 H 0.452
4 O -0.926
5 H 0.495
6 H 0.525
7 O -0.975
8 H 0.465
9 O -0.962
10 H 0.499
11 H 0.495
12 O -0.862
13 H 0.539
14 H 0.563
15 O -0.944
16 H 0.464
17 H 0.478
18 O -0.993
19 H 0.507
20 H 0.517
21 O -0.950
22 H 0.487
23 H 0.528
24 O -0.956
25 H 0.458
26 H 0.495
27 O -0.994
28 H 0.505
29 H 0.507
30 O -0.970
31 H 0.485
32 H 0.486
33 O -0.979
34 H 0.491
35 H 0.491
36 O -0.977
37 H 0.553
38 H 0.493
39 H 0.470
40 H 0.495



# 3
A 13-piece molecular cluster, H27O13 overall at a distorted geometry, computed with ωB97M-V/def2-TZVPD.

The value obtained for the energy is -994.0358 Ha. The energy relative to the best compared isomer or geometry (same formula, charge and spin) comes out at 1.9827 eV. The calculation puts the LUMO energy at -0.1008 Eh. Its spin multiplicity is 1. Its charge is +1. Its frontier orbital gap is 11.3 eV.

```
40
H27O13 (ωB97M-V/def2-TZVPD)
O -0.45894 -2.80864 -0.85662
H -3.35758 -2.24216 0.23878
H 0.24027 -1.98120 -0.83875
O -1.84865 -0.61936 3.31688
H -1.11483 -0.94154 3.89930
H 2.85554 2.85938 0.90966
O -1.35028 3.98643 -0.29155
H 0.84766 -0.62464 -2.00745
O 2.29820 3.04405 1.65499
H -1.90512 -2.25005 2.44265
H 1.40855 3.25860 1.39900
O 0.44545 1.79830 3.03508
H 0.35254 2.15043 3.91973
H 1.32258 1.98080 2.63262
O 3.49885 -0.01390 -0.62345
H 4.45026 -0.15050 -0.40793
H 3.44520 0.85628 -1.03001
O -0.20701 0.80893 -3.64102
H -1.06304 0.40179 -3.45268
H -0.28548 1.72541 -3.37220
O 0.95431 -0.76523 -1.05915
H 1.86292 -0.41455 -0.83264
H -0.97183 -1.10617 -3.02652
O -1.60457 -2.92690 1.81895
H -0.59953 -3.03853 0.07979
H -2.32295 -3.56926 1.74369
O 1.70212 -2.27332 0.82214
H 2.19754 -1.50364 1.09690
H 2.28660 -3.03524 0.61788
O -3.26896 -2.33193 -0.71244
H -4.06338 -1.91820 -1.05258
H -1.52316 -2.53064 -0.88858
O 1.72554 3.02933 -0.69423
H 1.16628 2.24553 -0.60237
H 1.20326 3.56738 -1.29438
O -1.87792 -1.19018 -2.71859
H -2.30657 -1.21233 -3.58693
H -1.22935 0.09240 3.04132
H -0.50994 4.23872 0.09185
H -2.10259 4.09102 0.28626
```

Charges per atom according to natural (NBO) partitioning, unit e:
1 O -0.869
2 H 0.488
3 H 0.553
4 O -0.954
5 H 0.474
6 H 0.496
7 O -0.967
8 H 0.497
9 O -0.953
10 H 0.516
11 H 0.485
12 O -1.018
13 H 0.485
14 H 0.505
15 O -0.979
16 H 0.516
17 H 0.495
18 O -0.968
19 H 0.471
20 H 0.486
21 O -0.950
22 H 0.531
23 H 0.460
24 O -0.995
25 H 0.550
26 H 0.475
27 O -0.973
28 H 0.487
29 H 0.492
30 O -0.949
31 H 0.504
32 H 0.578
33 O -0.966
34 H 0.479
35 H 0.489
36 O -0.926
37 H 0.485
38 H 0.500
39 H 0.474
40 H 0.493



# 4
A 13-piece molecular cluster, H27O13 overall at a distorted geometry, computed with ωB97M-V/def2-TZVPD.

The value obtained for the energy is -993.9747 Ha. The energy relative to the best compared isomer or geometry (same formula, charge and spin) comes out at 3.6456 eV. The calculation puts the LUMO energy at -0.1302 Eh. Its spin multiplicity is 1. Its charge is +1. Its frontier orbital gap is 10.5 eV.

```
40
H27O13 (ωB97M-V/def2-TZVPD)
O 4.68337 -0.50886 -0.81612
H -3.62033 0.10981 -1.76397
H -0.44903 1.53212 -0.51514
O 1.79682 2.22118 -3.27672
H -3.92653 1.63657 -1.52181
H -2.28559 0.76406 3.13911
O -0.05480 0.23768 -2.97867
H 1.02950 1.69826 -2.99952
O -3.14849 0.69824 2.74406
H -1.10171 2.75067 0.48567
H -3.47760 -0.18525 2.51937
O -1.12692 1.82389 0.24816
H 3.90616 -0.98100 -0.53063
H -1.16407 -0.81753 0.23024
O -0.27943 -0.45463 0.15801
H 2.46295 1.64768 -2.85769
H 0.41528 -1.14728 0.16650
O 1.73535 1.33029 1.36466
H 1.52308 2.63904 -1.46217
H 2.66777 1.14180 1.41543
O -3.29900 -1.90605 1.86573
H -2.80598 -2.50428 1.31142
H -1.27602 1.33495 1.18091
O 0.62263 -2.82490 2.46843
H -2.06967 -3.04261 -0.75529
H 0.63285 -1.91608 2.13143
O 3.32643 -1.02089 1.64213
H 4.20594 -0.85485 1.99538
H 3.39578 -2.01469 1.78599
O -3.31989 1.00211 -1.90593
H -2.82507 -2.02791 2.71371
H 4.55589 0.30381 -0.28671
O -1.86609 -2.20110 -1.15951
H 0.63100 -3.24583 1.60335
H 1.30773 0.70873 0.77829
O 0.90914 2.90367 -0.75969
H -0.90901 0.42532 -3.37163
H 1.57894 3.26559 -0.11518
H -2.58322 -1.86101 -1.68653
H 0.20184 -0.66073 -3.18502
```

Charges per atom according to natural (NBO) partitioning, unit e:
1 O -0.920
2 H 0.466
3 H 0.640
4 O -0.927
5 H 0.492
6 H 0.470
7 O -0.974
8 H 0.481
9 O -0.979
10 H 0.554
11 H 0.509
12 O -0.841
13 H 0.465
14 H 0.517
15 O -1.004
16 H 0.458
17 H 0.491
18 O -0.961
19 H 0.496
20 H 0.484
21 O -0.946
22 H 0.474
23 H 0.588
24 O -0.910
25 H 0.485
26 H 0.458
27 O -0.975
28 H 0.486
29 H 0.491
30 O -0.958
31 H 0.485
32 H 0.454
33 O -0.964
34 H 0.454
35 H 0.473
36 O -1.000
37 H 0.500
38 H 0.502
39 H 0.488
40 H 0.496



# 5
A 14-piece molecular cluster, H27O14 overall at a distorted geometry, computed with ωB97M-V/def2-TZVPD.

The value obtained for the energy is -1069.5439 Ha. The energy relative to the best compared isomer or geometry (same formula, charge and spin) comes out at 3.8942 eV. The calculation puts the LUMO energy at 0.0970 Eh. Its spin multiplicity is 1. Its charge is -1. Its frontier orbital gap is 9.5 eV.

```
41
H27O14 (ωB97M-V/def2-TZVPD)
O 0.00915 -4.69166 -1.24747
H 0.43601 -3.97741 -1.84440
O -1.84091 1.16716 -3.14369
H -1.81027 0.71260 -2.36251
H -2.46639 1.71966 -3.47979
O -2.06867 1.17880 1.25257
H 0.58778 1.13090 3.92417
H -2.47238 0.54492 1.74547
O -1.70002 -2.93728 -0.37356
H -2.63962 -3.04514 -0.33209
H -1.18257 -3.77520 -0.77794
O 3.01433 -0.85023 1.44641
H 1.93628 -2.64952 2.03680
H 2.26674 -0.40976 1.78297
O -2.10527 3.87759 0.03885
H -2.65315 3.33436 0.68807
H -1.84170 3.17044 -0.54533
O 0.63684 1.75633 -1.32255
H 1.07270 0.76285 -1.28318
H -0.25536 1.51538 -1.50270
O 1.47329 1.21147 4.30733
H 1.96363 1.89085 4.27376
H 3.07996 -0.36591 0.56516
O -1.26112 -0.42958 -0.69974
H -1.60044 -1.37574 -0.81023
H -1.70737 0.69479 0.50394
O -1.10994 2.51228 3.39544
H -1.57640 2.08515 2.60288
H -0.86774 3.35121 2.88288
O 1.88073 -2.98131 -0.98211
H 2.69147 -2.72745 -0.48495
H 1.61206 -1.94354 -1.07210
O 1.35354 -3.38427 1.90218
H 0.61397 -2.85158 1.65113
H 0.61713 -4.33507 -0.46189
O 0.86750 4.22226 -2.82169
H 1.54214 4.50698 -2.18818
H 0.73190 3.31227 -2.75712
O 1.47074 -0.64480 -1.31023
H 1.47309 -0.92852 -2.18086
H -0.17168 -0.35429 -1.01569
```

Charges per atom according to natural (NBO) partitioning, unit e:
1 O -0.979
2 H 0.507
3 O -0.997
4 H 0.506
5 H 0.483
6 O -0.988
7 H 0.516
8 H 0.463
9 O -1.022
10 H 0.467
11 H 0.519
12 O -0.964
13 H 0.477
14 H 0.473
15 O -0.947
16 H 0.473
17 H 0.472
18 O -1.040
19 H 0.493
20 H 0.446
21 O -0.978
22 H 0.459
23 H 0.494
24 O -1.124
25 H 0.515
26 H 0.525
27 O -0.999
28 H 0.494
29 H 0.471
30 O -1.085
31 H 0.474
32 H 0.486
33 O -0.945
34 H 0.465
35 H 0.533
36 O -0.970
37 H 0.466
38 H 0.498
39 O -1.117
40 H 0.455
41 H 0.524



# 6
A 14-piece molecular cluster, H27O14 overall at a distorted geometry, computed with ωB97M-V/def2-TZVPD.

The value obtained for the energy is -1069.6238 Ha. The energy relative to the best compared isomer or geometry (same formula, charge and spin) comes out at 1.7205 eV. The calculation puts the LUMO energy at 0.1001 Eh. Its spin multiplicity is 1. Its charge is -1. Its frontier orbital gap is 9.8 eV.

```
41
H27O14 (ωB97M-V/def2-TZVPD)
O -0.47602 0.28624 0.12580
H 0.30298 -0.22376 0.29080
O -3.69102 -0.46376 -0.99520
H -4.45702 -0.95776 -0.67320
H -3.40202 -0.06376 -0.16420
O 1.01998 -3.36576 0.08780
H 1.41198 -2.61276 -0.38520
H 0.21198 -3.15276 0.53680
O 2.01998 -1.34576 -1.78220
H 1.08898 -1.20976 -1.90520
H 2.21198 -2.12676 -2.30020
O -2.83702 0.72824 1.29580
H -3.02102 1.66924 1.35880
H -2.01302 0.66424 0.77780
O -2.01202 1.61524 -1.96520
H -1.41502 1.32524 -1.24320
H -2.63002 0.89224 -1.93720
O -0.60102 -1.15976 -2.28120
H -0.68602 -0.63776 -1.46820
H -0.78802 -2.05076 -2.04120
O 1.02898 1.81424 -1.46820
H 1.32698 2.56124 -0.95320
H 0.44198 1.17924 -0.94720
O 3.68598 0.50124 -0.74420
H 3.01698 -0.16776 -0.66120
H 4.21298 0.06124 -1.42920
O -0.27502 0.13524 2.80180
H -0.49202 0.31224 1.89780
H -0.17102 -0.78376 2.93680
O -1.59002 -2.17176 0.37080
H -1.34902 -1.22476 0.38980
H -2.09602 -2.37376 1.15580
O 2.04198 2.15924 2.40980
H 1.81398 1.29424 2.14280
H 2.02698 2.62524 1.59780
O -0.55902 3.19024 0.60780
H -0.28802 2.27024 0.43680
H -0.67402 3.68024 -0.19920
O 2.55598 -0.61376 1.40380
H 3.31098 -1.09176 1.20380
H 1.79198 -1.16676 1.71480
```

Charges per atom according to natural (NBO) partitioning, unit e:
1 O -1.276
2 H 0.469
3 O -0.980
4 H 0.462
5 H 0.490
6 O -1.008
7 H 0.487
8 H 0.492
9 O -0.983
10 H 0.499
11 H 0.469
12 O -0.987
13 H 0.488
14 H 0.502
15 O -0.965
16 H 0.471
17 H 0.480
18 O -0.959
19 H 0.498
20 H 0.475
21 O -0.993
22 H 0.461
23 H 0.485
24 O -0.947
25 H 0.491
26 H 0.445
27 O -0.962
28 H 0.492
29 H 0.446
30 O -1.001
31 H 0.503
32 H 0.469
33 O -0.942
34 H 0.481
35 H 0.458
36 O -0.984
37 H 0.497
38 H 0.475
39 O -0.959
40 H 0.482
41 H 0.479



Question: Which formula does entry 5 have?
Answer: H27O14



Repeat the second record exactly.
A 13-piece molecular cluster, H27O13 overall at a distorted geometry, computed with ωB97M-V/def2-TZVPD.

The value obtained for the energy is -994.0243 Ha. The energy relative to the best compared isomer or geometry (same formula, charge and spin) comes out at 2.2945 eV. The calculation puts the LUMO energy at -0.1189 Eh. Its spin multiplicity is 1. Its charge is +1. Its frontier orbital gap is 10.2 eV.

```
40
H27O13 (ωB97M-V/def2-TZVPD)
O -3.26626 0.62531 -1.32217
H -2.69147 1.21228 -0.75652
H -3.08953 1.19986 -2.08580
O 2.10075 -0.75939 3.97733
H 1.35493 -0.24450 4.33508
H 1.54675 -1.35892 2.53222
O -1.63871 3.07051 0.61900
H -1.40224 2.45361 -2.47919
O 1.32238 -2.62919 -1.04780
H 0.75383 -3.25547 -0.57551
H 0.68177 -2.41858 -1.76177
O 3.23106 -1.27720 0.00671
H 3.24107 -0.52192 -0.62452
H 2.86587 -1.86662 -0.81417
O -2.97477 1.03533 2.46224
H -2.42129 1.09125 1.67322
H -3.17603 1.97528 2.55987
O 3.12395 0.22498 -2.23935
H 3.57134 1.06574 -2.09833
H 3.01629 -0.03604 -3.15575
O -0.44143 2.44983 -2.39330
H -0.20662 3.03870 -3.12640
H 0.77971 -2.38021 1.55321
O -2.26035 -1.25627 -2.89027
H -2.13678 -1.81764 -2.12150
H -3.00752 -0.66023 -2.69513
O -0.81091 0.79732 -0.47295
H -0.00528 0.98037 -0.97103
H -1.17292 -0.04099 -0.78042
O 2.01500 1.39613 1.34646
H 2.27961 2.11587 0.75920
H 1.32695 0.84625 0.94189
O -1.48911 -2.64683 1.74270
H -2.13175 -1.94982 1.56999
H -1.98555 -3.37478 2.13314
O 1.37596 -1.62433 1.57077
H 2.53743 -1.28941 0.87081
H 2.58315 -0.00905 3.56088
H -2.35735 3.39070 0.06699
H -1.04191 2.44807 0.13015
```

Charges per atom according to natural (NBO) partitioning, unit e:
1 O -0.941
2 H 0.486
3 H 0.452
4 O -0.926
5 H 0.495
6 H 0.525
7 O -0.975
8 H 0.465
9 O -0.962
10 H 0.499
11 H 0.495
12 O -0.862
13 H 0.539
14 H 0.563
15 O -0.944
16 H 0.464
17 H 0.478
18 O -0.993
19 H 0.507
20 H 0.517
21 O -0.950
22 H 0.487
23 H 0.528
24 O -0.956
25 H 0.458
26 H 0.495
27 O -0.994
28 H 0.505
29 H 0.507
30 O -0.970
31 H 0.485
32 H 0.486
33 O -0.979
34 H 0.491
35 H 0.491
36 O -0.977
37 H 0.553
38 H 0.493
39 H 0.470
40 H 0.495



Question: What is the spin multiplicity in the first record?
Answer: 1